(1)
Here is 8 unconnected molecules or ions with the total composition C26H66N2O8 from OMol25. Energies are from ωB97M-V/def2-TZVPD.

Geometry (Å):
C (3.231, 0.904, -9.833)
C (1.769, 0.671, -9.447)
C (1.329, -0.766, -9.880)
C (1.563, 0.696, -7.940)
C (1.687, 2.141, -7.289)
C (0.649, 3.095, -7.997)
C (0.735, 3.059, -9.588)
C (-0.583, 3.676, -10.071)
C (1.816, 4.067, -9.989)
N (0.910, 1.699, -10.149)
O (0.982, 1.665, -11.543)
H (3.870, 0.162, -9.355)
H (3.402, 0.779, -10.902)
H (3.699, 1.849, -9.555)
H (1.932, -1.537, -9.400)
H (0.273, -0.868, -9.631)
H (1.459, -0.955, -10.946)
H (0.597, 0.286, -7.648)
H (2.350, 0.152, -7.417)
H (1.422, 2.105, -6.232)
H (2.716, 2.502, -7.304)
H (0.822, 4.069, -7.542)
H (-0.321, 2.761, -7.628)
H (-0.478, 3.923, -11.127)
H (-0.818, 4.618, -9.574)
H (-1.464, 3.044, -9.958)
H (2.724, 3.815, -9.442)
H (1.480, 5.068, -9.720)
H (2.088, 4.119, -11.044)
H (0.174, 1.192, -11.756)
C (-4.901, -3.668, 9.430)
C (-5.317, -2.268, 9.020)
C (-6.731, -2.291, 8.419)
C (-5.428, -1.410, 10.317)
C (-4.113, -0.833, 10.895)
C (-3.413, -0.039, 9.775)
C (-3.108, -0.944, 8.541)
C (-2.577, -0.004, 7.423)
C (-1.992, -1.929, 8.829)
N (-4.397, -1.569, 8.096)
O (-4.318, -2.187, 6.871)
H (-5.765, -4.315, 9.584)
H (-4.113, -4.112, 8.821)
H (-4.398, -3.647, 10.397)
H (-7.115, -1.298, 8.186)
H (-6.717, -2.792, 7.451)
H (-7.350, -2.805, 9.155)
H (-6.221, -0.664, 10.272)
H (-5.714, -2.108, 11.104)
H (-4.304, -0.195, 11.758)
H (-3.493, -1.637, 11.292)
H (-2.463, 0.205, 10.252)
H (-4.009, 0.853, 9.582)
H (-1.670, 0.439, 7.835)
H (-3.233, 0.797, 7.084)
H (-2.254, -0.526, 6.522)
H (-1.016, -1.451, 8.910)
H (-1.977, -2.671, 8.030)
H (-2.231, -2.458, 9.751)
H (-3.609, -2.826, 6.966)
C (-2.084, -2.708, -1.245)
C (-0.876, -3.419, -0.640)
O (-1.041, -4.835, -0.651)
H (-2.152, -2.886, -2.318)
H (-1.925, -1.640, -1.097)
H (-3.027, -3.051, -0.820)
H (-0.691, -3.224, 0.416)
H (0.023, -3.156, -1.198)
H (-1.205, -5.262, 0.193)
C (4.705, -4.275, 3.871)
C (5.279, -5.296, 4.908)
O (4.223, -6.077, 5.441)
H (5.473, -3.655, 3.409)
H (3.975, -3.642, 4.377)
H (4.166, -4.836, 3.108)
H (5.931, -4.903, 5.687)
H (5.861, -5.986, 4.297)
H (4.528, -6.657, 6.143)
C (6.457, -1.771, -2.799)
O (6.846, -1.363, -4.073)
H (6.892, -2.730, -2.518)
H (6.683, -1.034, -2.028)
H (5.393, -2.009, -2.823)
H (6.744, -2.184, -4.560)
C (3.956, 6.967, -2.559)
O (4.794, 6.093, -1.831)
H (3.013, 6.449, -2.733)
H (3.709, 7.850, -1.970)
H (4.487, 7.271, -3.461)
H (5.508, 5.780, -2.391)
C (-4.121, 4.205, 0.105)
O (-5.130, 3.249, 0.181)
H (-3.737, 4.210, -0.916)
H (-4.462, 5.193, 0.413)
H (-3.256, 3.941, 0.714)
H (-5.263, 3.086, 1.118)
C (2.327, 1.800, 1.461)
O (1.988, 2.996, 0.856)
H (1.452, 1.157, 1.551)
H (3.029, 1.297, 0.796)
H (2.718, 1.984, 2.462)
H (2.743, 3.434, 0.456)

Summary:
structure (SMILES) = CC1(C)CCCC(C)(C)N1O.CC1(C)CCCC(C)(C)N1O.CCO.CCO.CO.CO.CO.CO
energy above the lowest of the compared OMol25 structures with the same formula, charge and spin = 0.000 eV
gap between HOMO and LUMO = 8.3 eV
E_HOMO = -8.1 eV

Atomic partial charges in e from the Mulliken method, atoms 1 to 8: C -1.735; C 1.555; C -1.909; C -1.165; C -0.771; C -1.128; C 1.436; C -1.966


(2)
Here is 3 unconnected molecules or ions with the total composition C6H18O2 from OMol25. Energies are from ωB97M-V/def2-TZVPD.

Geometry (Å):
C (-3.520, 0.724, 0.314)
C (-2.238, -0.224, 0.029)
C (-1.310, -0.003, 1.145)
C (-1.942, -0.562, 2.412)
C (0.095, -0.466, 0.940)
C (0.860, 0.551, 0.025)
H (-4.393, 0.173, -0.094)
H (-3.682, 0.883, 1.491)
H (-3.415, 1.633, -0.078)
H (-1.686, 0.067, -0.937)
H (-2.644, -1.227, 0.002)
H (-1.062, 1.099, 1.315)
H (-2.846, -0.034, 2.645)
H (-1.217, -0.729, 3.285)
H (-2.184, -1.615, 2.279)
H (0.576, -0.570, 1.961)
H (0.204, -1.443, 0.486)
H (0.224, 0.589, -0.833)
H (1.026, 1.554, 0.278)
H (1.771, 0.373, -0.451)
O (3.849, 3.384, -2.911)
H (3.435, 4.304, -3.119)
H (3.204, 2.943, -2.468)
O (5.784, -3.814, -2.203)
H (5.315, -4.534, -2.727)
H (5.797, -3.055, -2.787)

Summary:
structure (SMILES) = CCC(C)CC.O.O
energy above the lowest of the compared OMol25 structures with the same formula, charge and spin = 1.914 eV
gap between HOMO and LUMO = 11.4 eV
E_HOMO = -10.7 eV

Atomic partial charges in e from the Mulliken method, atoms 1 to 8: C -1.136; C -0.224; C 0.555; C -1.451; C -0.553; C -1.407; H 0.298; H 0.233


(3)
Here is 7 unconnected molecules or ions with the total composition C4H25N2O6 from OMol25. Energies are from ωB97M-V/def2-TZVPD.

Geometry (Å):
C (-0.548, 2.724, -0.682)
C (0.447, 1.830, 0.010)
C (1.804, 1.905, -0.714)
C (2.768, 0.695, -0.782)
N (2.221, -0.523, -1.339)
N (-0.076, 0.406, 0.062)
H (-1.569, 2.627, -0.297)
H (-0.294, 3.758, -0.506)
H (-0.680, 2.460, -1.731)
H (0.584, 2.079, 1.050)
H (2.359, 2.674, -0.172)
H (1.676, 2.244, -1.731)
H (3.614, 1.046, -1.371)
H (3.147, 0.540, 0.233)
H (2.786, -0.890, -2.086)
H (1.950, -1.211, -0.676)
H (0.393, -0.046, 0.845)
H (-1.043, 0.415, 0.295)
H (0.044, -0.159, -0.784)
H (-0.385, -3.366, -1.491)
H (-1.421, -2.518, -0.898)
O (-0.529, -2.845, -0.689)
H (0.956, -4.449, 1.756)
H (0.213, -3.530, 0.839)
O (0.432, -3.640, 1.783)
H (2.422, -1.149, 2.438)
H (1.439, -2.168, 1.865)
O (1.770, -1.251, 1.738)
H (-1.932, 1.562, 2.898)
H (-2.799, 2.638, 2.358)
O (-1.996, 2.149, 2.135)
H (-2.562, -1.058, -2.977)
H (-3.056, -0.847, -1.480)
O (-2.317, -1.079, -2.048)
H (-3.149, -1.056, 1.052)
H (-3.693, 0.333, 0.612)
O (-2.977, -0.297, 0.485)

Summary:
net charge = +1
energy above the lowest of the compared OMol25 structures with the same formula, charge and spin = 0.711 eV
gap between HOMO and LUMO = 9.4 eV
E_HOMO = -12.1 eV

Atomic partial charges in e from the Mulliken method, atoms 1 to 8: C -1.571; C 0.359; C -0.762; C -0.740; N -0.430; N 0.022; H 0.318; H 0.408


(4)
Here is a molecular structure, C6H5BrN3OP3 from OMol25. Energies are from ωB97M-V/def2-TZVPD.

Geometry (Å):
C (-0.030, 1.787, 2.022)
C (-0.716, 2.222, 0.878)
C (0.217, 0.451, 2.111)
C (-1.242, 1.298, -0.060)
C (-0.196, -0.420, 1.131)
C (-0.964, -0.047, 0.084)
N (2.530, -1.323, -0.971)
N (1.303, 0.639, -2.082)
N (0.471, -2.865, -1.484)
O (-1.347, -0.995, -0.831)
P (2.116, -2.713, -1.496)
P (2.035, 0.218, -0.795)
P (-0.443, -1.631, -2.028)
Br (-2.065, -2.614, -3.072)
H (0.371, 2.594, 2.569)
H (-0.676, 3.254, 0.781)
H (0.751, 0.134, 3.039)
H (-2.006, 1.605, -0.828)
H (-0.109, -1.593, 1.030)

Summary:
gap between HOMO and LUMO (alpha / beta) = 5.6 / 5.6 eV
E_HOMO (alpha / beta) = -8.7 / -8.7 eV

Atomic partial charges in e from the Mulliken method, atoms 1 to 8: C -0.452; C -0.455; C -0.509; C -0.287; C -0.084; C 0.378; N -0.082; N -0.289


(5)
Here is a molecular structure, CH2ClNO from OMol25. Energies are from ωB97M-V/def2-TZVPD.

Geometry (Å):
C (-0.799, -0.101, -0.005)
N (-1.374, -0.828, -0.878)
O (-0.919, -1.097, 0.807)
Cl (1.968, 1.088, -0.314)
H (1.571, -0.010, 0.348)
H (-0.447, 0.948, 0.041)

Summary:
energy above the lowest of the compared OMol25 structures with the same formula, charge and spin = 4.235 eV
gap between HOMO and LUMO = 9.7 eV
E_HOMO = -10.4 eV

How positive or negative is each atom? The Mulliken charges in e answer that: C 0.211; N -0.267; O -0.382; Cl -0.289; H 0.325; H 0.401


Max |F| (eV/Å)
3.1, 5.6, 1.5, 4.5, 2.3